Formula: C4H6N2OS
Source: the Open Molecules 2025 dataset
Level of theory: ωB97M-V/def2-TZVPD

The calculation puts the molar mass at 130.17 g/mol. For the energy above the lowest of the compared OMol25 structures with the same formula, charge and spin, the calculation gives 715.79 kJ/mol. The lowest unoccupied orbital energy (alpha / beta) comes out at -1.45 / -1.32 eV. Its HOMO energy (alpha / beta) is -8.8321 / -8.7623 eV.

Geometry as XYZ:
```
14
Properties=species:S:1:pos:R:3:forces:R:3
H 2.1689 -0.3387 -1.0099 -0.60 -1.04 -2.25
H 2.2829 -2.3207 -0.2914 0.67 -0.87 -0.67
C 0.3957 -1.3302 -0.0370 -3.57 -0.70 2.29
H -2.7042 1.9822 0.6512 0.46 -0.07 -1.66
N -0.1936 -0.2727 0.4087 0.30 0.81 -0.22
S -1.8717 -0.2215 0.6434 0.48 0.30 -2.94
O -2.4036 -1.2186 -0.3196 -0.65 -0.19 0.75
N 2.8005 0.7974 0.6398 0.44 0.31 -0.89
H -1.2284 1.9331 -0.3252 2.04 1.02 -0.45
C -2.1640 1.5146 -0.2429 -1.87 -1.65 3.89
H -0.1091 -2.3156 -0.0315 -0.22 0.52 -0.71
C 1.7604 -1.4421 -0.0634 2.48 2.06 -1.24
C 2.4908 -0.1756 0.0571 0.20 -0.10 4.31
H -2.7567 1.4497 -1.1355 -0.17 -0.38 -0.22
```
Positions in Å, forces in eV/Å.